(1)
The following is a DFT calculation (ωB97M-V/def2-TZVPD) of a single C4H5NO molecule.

The value obtained for the HOMO-LUMO gap is 9.52 eV. The HOMO energy comes out at -9.1 eV.

Each line ends with the Mulliken charge.
CARTESIAN COORDINATES (ANGSTROEM)
N 2.141 -0.379 0.182  -0.51
C 0.790 -0.031 0.052  0.66
C 0.431 1.247 -0.199  -0.87
C -1.666 0.563 -0.036  -0.53
C -1.341 -0.725 0.051  -0.06
O -0.054 -1.102 0.187  -0.32
H 2.509 -0.846 -0.641  0.23
H 2.710 0.426 0.409  0.27
H -0.951 1.401 0.252  0.40
H -2.662 0.936 -0.242  0.33
H -2.024 -1.564 -0.013  0.39


(2)
The following is a DFT calculation (ωB97M-V/def2-TZVPD) of a molecular structure, C15H16FeO8.

The value obtained for the HOMO-LUMO gap (alpha / beta) is 5.90 / 7.36 eV. Its expectation value of S² is 6.076. The HOMO energy (alpha / beta) comes out at -5.5 / -9.2 eV. As for the spin multiplicity: 5.

Each line ends with the Löwdin spin population.
CARTESIAN COORDINATES (ANGSTROEM)
C -0.684 -2.558 2.800  0.00
O -0.059 -1.884 1.672  0.00
C -0.095 -0.491 1.354  0.02
C 1.162 0.191 1.933  0.00
O 1.263 1.369 2.238  0.00
O 2.202 -0.678 1.993  0.00
C 3.453 -0.001 2.149  0.00
C -1.378 0.215 1.923  0.00
O -1.489 1.337 2.356  0.01
O -2.464 -0.603 1.875  0.00
C -3.734 0.064 2.047  0.00
H -0.549 -3.627 2.565  0.00
H -0.173 -2.373 3.765  0.00
H -1.770 -2.400 2.930  0.00
H 4.209 -0.776 2.048  0.00
H 3.563 0.767 1.374  0.00
H 3.489 0.472 3.136  0.00
H -4.497 -0.708 1.911  0.00
H -3.790 0.509 3.050  0.00
H -3.835 0.854 1.286  0.00
O -2.576 0.411 -3.561  -0.02
C -1.438 0.407 -3.321  0.00
Fe 0.302 0.332 -3.144  2.46
C 0.230 -1.364 -3.702  0.16
O 0.065 -2.319 -4.354  0.10
C 0.489 1.090 -4.721  0.14
O 0.460 1.343 -5.868  0.12
C -0.069 -0.191 -0.158  0.06
C -0.433 1.270 -0.473  0.04
C 0.081 1.801 -1.798  0.12
C 1.475 1.682 -2.051  0.16
C 1.933 0.375 -1.734  0.15
C 1.077 -0.531 -1.095  0.39
H -0.884 -0.892 -0.446  0.02
H -1.531 1.359 -0.454  0.00
H -0.016 1.887 0.336  0.01
H -0.423 2.696 -2.165  0.01
H 2.107 2.465 -2.494  0.01
H 2.950 0.096 -2.022  0.02
H 1.375 -1.599 -1.183  0.01


(3)
The following is a DFT calculation (ωB97M-V/def2-TZVPD) of 2 unconnected molecules or ions with the total composition CH3N2O.

The charge is +1. The value obtained for the HOMO-LUMO gap (alpha / beta) is 6.51 / 3.92 eV. The HOMO energy (alpha / beta) comes out at -15.0 / -13.7 eV.

Each line ends with the Mulliken charge.
CARTESIAN COORDINATES (ANGSTROEM)
C 1.336 -0.290 0.216  -0.17
N 0.695 0.608 -0.312  -0.37
N -2.645 0.128 0.125  0.65
O -3.750 0.034 0.310  0.10
H 0.926 -0.829 0.981  0.25
H 2.356 -0.574 -0.028  0.25
H 1.082 0.923 -1.292  0.30


(4)
The following is a DFT calculation (ωB97M-V/def2-TZVPD) of a single C5H11NO2 molecule.

The value obtained for the HOMO-LUMO gap is 10.59 eV. The HOMO energy comes out at -9.7 eV. Its SMILES is CC[C@@H](N)[C@]1(O)CO1.

Each line ends with the Mulliken charge.
CARTESIAN COORDINATES (ANGSTROEM)
C 1.802 -0.009 -1.059  -1.08
C 1.022 0.961 -0.188  -0.61
C -0.523 0.610 0.055  0.32
N -1.285 0.770 -1.198  -0.82
C -0.738 -0.770 0.607  0.55
O -1.737 -1.555 -0.043  -0.58
C -0.460 -1.084 2.051  -0.69
O 0.470 -1.513 1.067  -0.44
H 2.652 0.507 -1.518  0.36
H 2.223 -0.820 -0.459  0.26
H 1.194 -0.446 -1.855  0.29
H 1.018 1.947 -0.670  0.45
H 1.527 1.072 0.777  0.30
H -0.900 1.345 0.776  0.27
H -2.280 0.784 -0.964  0.24
H -1.074 1.682 -1.603  0.25
H -1.688 -1.354 -0.994  0.38
H -0.150 -0.275 2.704  0.26
H -1.072 -1.850 2.516  0.30


(5)
The following is a DFT calculation (ωB97M-V/def2-TZVPD) of a gas-phase ion, C30H31N2 (charge +1).

The charge is +1. The value obtained for the HOMO-LUMO gap is 5.28 eV. The HOMO energy comes out at -10.0 eV. Its SMILES is Cn1cc([C@H](c2ccccc2)[C@H]2CCc3ccccc3C2=[N+]2CCCC2)c2ccccc21.

Each line ends with the Mulliken charge.
CARTESIAN COORDINATES (ANGSTROEM)
C 5.397 -0.409 1.665  -0.92
N 3.999 -0.780 1.568  0.17
C 2.987 0.118 1.350  -1.82
C 1.759 -0.555 1.218  0.63
C 0.490 0.280 0.947  0.61
C -0.770 -0.547 1.273  0.68
C -0.898 -1.675 0.472  -0.76
C -2.024 -2.503 0.539  -0.71
C -3.004 -2.269 1.496  -0.62
C -2.871 -1.171 2.347  -0.77
C -1.723 -0.350 2.303  -0.35
C 0.341 1.317 -0.233  0.84
C 1.635 1.457 -1.104  -1.27
C 1.542 0.771 -2.463  -1.09
C 0.386 1.212 -3.292  0.61
C 0.343 0.980 -4.670  -0.80
C -0.751 1.413 -5.437  -0.43
C -1.829 2.041 -4.789  -0.92
C -1.824 2.191 -3.404  -0.43
C -0.767 1.691 -2.594  0.70
C -0.863 1.629 -1.127  -0.53
N -2.068 2.034 -0.601  0.03
C -3.246 1.177 -0.895  -0.43
C -4.323 1.550 0.132  -0.66
C -3.646 2.493 1.146  -0.83
C -2.162 2.520 0.790  0.27
C 2.050 -1.976 1.586  0.41
C 1.403 -3.149 2.032  -0.05
C 2.148 -4.302 2.345  -0.90
C 3.539 -4.332 2.332  -0.63
C 4.234 -3.164 2.008  -1.06
C 3.478 -2.056 1.677  0.39
H 6.009 -1.312 1.745  0.29
H 5.706 0.147 0.765  0.32
H 5.584 0.226 2.548  0.31
H 3.203 1.206 1.365  0.60
H 0.587 1.096 1.698  0.41
H -0.051 -1.942 -0.176  0.41
H -2.084 -3.334 -0.165  0.46
H -3.868 -2.928 1.562  0.47
H -3.673 -0.968 3.065  0.45
H -1.597 0.399 3.106  0.52
H 0.388 2.300 0.390  0.43
H 1.783 2.565 -1.182  0.56
H 2.507 1.041 -0.577  0.29
H 2.485 0.862 -3.019  0.60
H 1.379 -0.292 -2.231  0.33
H 1.152 0.432 -5.166  0.43
H -0.770 1.284 -6.521  0.40
H -2.681 2.397 -5.376  0.39
H -2.669 2.700 -2.919  0.66
H -2.947 0.114 -0.778  -0.09
H -3.614 1.318 -1.915  0.64
H -4.769 0.652 0.583  0.36
H -5.126 2.098 -0.376  0.34
H -4.086 3.488 1.001  0.34
H -3.816 2.199 2.190  0.34
H -1.730 3.519 0.951  0.47
H -1.620 1.810 1.434  -0.53
H 0.327 -3.146 2.160  0.44
H 1.619 -5.214 2.613  0.39
H 4.095 -5.237 2.591  0.39
H 5.316 -3.118 2.015  0.24


(6)
The following is a DFT calculation (ωB97M-V/def2-TZVPD) of a molecular structure, C15H29N2O3PRe.

The charge is +4. The value obtained for the HOMO-LUMO gap (alpha / beta) is 8.82 / 4.76 eV. Its expectation value of S² is 3.780. The HOMO energy (alpha / beta) comes out at -23.4 / -23.3 eV. As for the spin multiplicity: 4.

Each line ends with the Löwdin spin population.
CARTESIAN COORDINATES (ANGSTROEM)
Re 0.862 0.062 -0.069  0.96
C 1.221 -1.868 -0.461  0.01
O 1.418 -3.017 -0.555  0.01
C 0.558 -0.250 1.826  0.02
O 0.479 -0.393 2.983  0.06
C 0.860 2.029 0.275  0.01
O 0.878 3.139 0.634  0.01
C -2.321 -1.841 0.211  0.16
P -1.482 -0.204 -0.189  0.17
H -2.499 0.249 -2.475  0.01
H -1.710 -2.563 -0.360  0.03
C -2.741 1.122 0.225  0.15
H -3.699 0.704 -0.110  0.00
C -3.775 -1.890 -0.244  0.04
H -3.944 -1.568 -1.273  0.00
H -4.422 -1.287 0.399  0.01
H -4.140 -2.920 -0.180  0.02
C -2.192 -2.184 1.692  0.04
H -2.673 -1.458 2.355  0.01
C -0.420 0.801 -2.516  0.00
H -1.153 -2.288 2.009  0.00
H -2.662 -3.157 1.867  0.02
C -1.361 -1.571 -2.741  0.02
H 0.595 0.649 -2.039  0.00
H -0.180 0.622 -3.560  0.00
H -0.683 1.853 -2.360  0.00
C -1.537 -0.169 -2.110  0.06
H -1.170 -1.460 -3.826  0.00
H -2.258 -2.194 -2.599  0.00
H -0.506 -2.128 -2.314  0.00
C -2.523 2.430 -0.522  0.05
H -1.577 2.889 -0.241  0.00
H -3.307 3.123 -0.211  0.03
H -2.562 2.323 -1.607  0.00
C -2.779 1.318 1.729  0.05
H -1.798 1.620 2.102  0.00
H -3.115 0.427 2.264  0.00
H -3.478 2.131 1.937  0.03
H 1.441 -0.238 -3.773  0.00
H 1.890 -0.020 -3.188  0.00
C 5.286 1.374 2.767  0.07
N 4.967 0.599 1.518  0.43
C 6.097 0.034 0.733  0.07
C 3.786 0.509 0.979  0.05
N 2.977 0.280 0.129  0.26
H 6.378 1.349 2.858  0.00
H 4.841 0.925 3.677  0.03
H 4.951 2.431 2.729  0.03
H 6.048 -1.067 0.657  0.03
H 6.137 0.421 -0.302  0.03
H 6.997 0.323 1.273  0.00